Run A
Molecular formula: C32H50N5O6PdSbSi3
Method: DFT, ωB97M-V/def2-TZVPD

ORCA input file:
```
! RIJCOSX wB97M-V def2-TZVPD def2/J DEFGRID3
* xyz -2 1
Pd -0.015 0.136 0.134
O -4.600 -3.356 2.860
C -3.571 -3.159 3.572
O -3.366 -3.571 4.724
C -2.459 -2.325 2.956
C -1.222 -2.174 3.525
N -0.524 -1.333 2.745
N -1.224 -0.934 1.660
C -2.405 -1.527 1.780
C -3.525 -1.390 0.781
O -4.057 -2.658 0.465
O -2.057 -1.306 -1.170
H -4.333 -3.054 1.354
H -0.818 -2.596 4.429
H 0.465 -1.154 2.776
C 1.519 0.065 -4.470
Sb 0.005 -0.128 -2.901
C 1.044 1.055 -1.453
C 2.483 0.931 -1.436
C 3.340 2.004 -1.058
C 4.705 1.859 -1.080
C 5.264 0.641 -1.466
C 4.374 -0.359 -1.824
N 3.054 -0.238 -1.824
Si 0.201 2.673 -1.161
C -1.668 2.733 -1.451
C 0.403 3.570 0.507
C 0.857 3.994 -2.397
C 0.161 -2.399 -2.525
C 1.284 -2.735 -1.589
C 2.397 -3.515 -1.947
C 3.407 -3.748 -1.035
C 3.310 -3.210 0.240
C 2.160 -2.497 0.534
N 1.177 -2.284 -0.330
Si -1.509 -2.775 -1.649
C -2.877 -3.414 -2.776
C -3.149 -0.716 -0.520
C -1.269 -4.066 -0.320
Si 0.273 -3.262 -4.194
C 1.890 -3.057 -5.176
C 0.096 -5.139 -3.987
C -1.059 -2.695 -5.406
H 1.757 1.132 -4.456
H 1.085 -0.183 -5.441
H 2.431 -0.498 -4.302
H 2.904 2.943 -0.743
H 5.340 2.690 -0.788
H 6.333 0.474 -1.489
H 4.750 -1.333 -2.134
H -2.188 2.570 -0.505
H -2.024 1.985 -2.159
H -1.942 3.724 -1.832
H -0.145 2.991 1.256
H -0.039 4.571 0.431
H 1.443 3.683 0.823
H 0.535 3.729 -3.411
H 1.947 4.070 -2.417
H 0.451 4.986 -2.169
H 2.480 -3.942 -2.935
H 4.266 -4.345 -1.321
H 4.080 -3.348 0.987
H 2.027 -2.080 1.529
H -3.167 -2.664 -3.512
H -3.727 -3.573 -2.105
H -2.666 -4.353 -3.291
H -4.038 -0.763 -1.162
H -2.892 0.350 -0.359
H -4.304 -0.763 1.244
H -0.589 -4.846 -0.682
H -2.231 -4.509 -0.061
H -0.834 -3.637 0.582
H 2.756 -2.776 -4.579
H 1.770 -2.294 -5.944
H 2.111 -4.006 -5.678
H 1.016 -5.581 -3.596
H -0.108 -5.601 -4.958
H -0.711 -5.411 -3.306
H -1.311 -1.641 -5.269
H -1.978 -3.273 -5.315
H -0.679 -2.819 -6.425
O 1.706 0.724 5.360
C 1.998 0.055 4.242
O 2.217 -1.134 4.235
C 2.049 0.931 2.997
N 2.041 2.346 3.396
C 3.433 2.802 3.276
C 4.034 2.021 2.106
C 3.321 0.664 2.167
H 1.159 0.705 2.383
H 1.576 1.649 5.042
H 1.456 2.865 2.751
H 3.964 2.559 4.204
H 3.463 3.885 3.150
H 5.119 1.928 2.185
H 3.812 2.521 1.162
H 3.934 -0.103 2.640
H 3.051 0.302 1.178
*
```

## Properties
Kohn-Sham gap in eV: 5.1
M in g mol⁻¹: 913.2

In elementary charge units, the Löwdin charges are:
1. Pd 0.377
2. O -0.056
3. C -0.646
4. O -0.040
5. C -0.067
6. C -0.022
7. N 0.009
8. N 0.022
9. C -0.176
10. C -0.315
11. O -0.068
12. O -0.327
13. H 0.037
14. H 0.129
15. H 0.079
16. C -0.344
17. Sb 1.416
18. C -0.605
19. C -0.411
20. C -0.098
21. C -0.124
22. C -0.108
23. C -0.173
24. N 0.088
25. Si 0.331
26. C -0.223
27. C -0.209
28. C -0.204
29. C -0.495
30. C -0.402
31. C -0.064
32. C -0.097
33. C -0.082
34. C -0.145
35. N 0.069
36. Si 0.366
37. C -0.154
38. C -0.198
39. C -0.132
40. Si 0.438
41. C -0.195
42. C -0.180
43. C -0.192
44. H -0.011
45. H -0.024
46. H -0.024
47. H 0.072
48. H 0.099
49. H 0.076
50. H 0.092
51. H 0.011
52. H -0.017
53. H 0.017
54. H 0.007
55. H 0.020
56. H 0.001
57. H 0.016
58. H 0.004
59. H 0.009
60. H 0.061
61. H 0.096
62. H 0.092
63. H 0.086
64. H 0.027
65. H 0.031
66. H 0.015
67. H 0.127
68. H 0.101
69. H 0.153
70. H 0.034
71. H 0.035
72. H 0.024
73. H 0.015
74. H 0.010
75. H 0.028
76. H 0.022
77. H 0.026
78. H 0.011
79. H 0.008
80. H 0.010
81. H 0.024
82. O 0.102
83. C -0.509
84. O 0.076
85. C -0.249
86. N -0.026
87. C -0.190
88. C -0.160
89. C -0.103
90. H 0.104
91. H 0.093
92. H 0.077
93. H 0.111
94. H 0.110
95. H 0.108
96. H 0.065
97. H 0.115
98. H 0.088

***

Run B
Molecular formula: C32H50N5O6PdSbSi3
Method: DFT, ωB97M-V/def2-TZVPD

ORCA input file:
```
! RIJCOSX wB97M-V def2-TZVPD def2/J DEFGRID3
* xyz -2 1
Pd 0.970 -0.040 -0.417
O 2.899 -6.050 -0.800
C 2.183 -5.653 -1.766
O 1.797 -6.320 -2.740
C 1.730 -4.204 -1.729
C 0.845 -3.650 -2.622
N 0.730 -2.345 -2.320
N 1.478 -2.005 -1.254
C 2.082 -3.128 -0.873
C 3.038 -3.201 0.294
O 2.755 -4.313 1.113
O 1.900 -1.647 1.836
H 2.740 -5.097 0.481
H 0.319 -4.102 -3.445
H 0.081 -1.670 -2.696
C -0.424 2.580 3.431
Sb 0.748 1.048 2.397
C 0.495 1.817 0.415
C -0.792 2.351 0.055
C -0.964 3.224 -1.058
C -2.194 3.745 -1.366
C -3.303 3.404 -0.585
C -3.067 2.539 0.468
N -1.885 2.033 0.791
Si 2.077 2.449 -0.332
C 3.699 1.827 0.421
C 2.428 2.457 -2.222
C 2.156 4.347 -0.001
C -0.632 -0.772 2.775
C -1.724 -0.822 1.749
C -3.090 -0.679 2.054
C -4.034 -0.703 1.048
C -3.620 -0.867 -0.267
C -2.267 -1.054 -0.484
N -1.357 -1.060 0.483
Si 0.544 -2.276 2.494
C 1.187 -3.076 4.078
C 3.094 -1.978 1.179
C -0.331 -3.641 1.563
Si -1.248 -0.702 4.549
C -2.459 0.689 5.023
C -2.198 -2.285 4.989
C 0.153 -0.477 5.799
H -0.103 3.513 2.960
H -0.152 2.603 4.488
H -1.496 2.480 3.309
H -0.102 3.475 -1.660
H -2.305 4.413 -2.215
H -4.296 3.780 -0.793
H -3.896 2.223 1.101
H 4.108 1.043 -0.221
H 3.581 1.409 1.421
H 4.424 2.647 0.476
H 2.446 1.430 -2.592
H 3.411 2.913 -2.394
H 1.697 3.038 -2.795
H 2.247 4.539 1.074
H 1.251 4.855 -0.345
H 3.015 4.809 -0.501
H -3.415 -0.546 3.074
H -5.085 -0.584 1.288
H -4.316 -0.867 -1.095
H -1.890 -1.210 -1.490
H 1.849 -2.401 4.622
H 1.795 -3.912 3.716
H 0.440 -3.472 4.767
H 3.871 -2.186 1.927
H 3.388 -1.091 0.609
H 4.051 -3.301 -0.133
H -1.356 -3.742 1.939
H 0.209 -4.576 1.716
H -0.384 -3.449 0.493
H -3.081 1.074 4.216
H -1.911 1.539 5.430
H -3.116 0.303 5.811
H -3.199 -2.268 4.551
H -2.309 -2.363 6.075
H -1.701 -3.187 4.632
H 0.973 0.106 5.371
H 0.565 -1.421 6.152
H -0.235 0.072 6.662
O -0.112 -0.978 -5.834
C -0.521 -0.207 -4.820
O -1.267 -0.597 -3.962
C 0.102 1.183 -4.795
N 0.793 1.447 -6.067
C -0.175 2.199 -6.877
C -0.926 3.104 -5.897
C -0.937 2.303 -4.582
H 0.824 1.146 -3.977
H 0.503 -0.406 -6.343
H 1.615 2.012 -5.889
H -0.864 1.482 -7.335
H 0.332 2.732 -7.681
H -1.929 3.352 -6.245
H -0.380 4.042 -5.768
H -1.912 1.878 -4.344
H -0.658 2.921 -3.736
*
```

## Properties
Kohn-Sham gap in eV: 4.5
M in g mol⁻¹: 913.2

In elementary charge units, the Löwdin charges are:
1. Pd 0.389
2. O -0.059
3. C -0.653
4. O -0.046
5. C -0.071
6. C -0.028
7. N 0.010
8. N 0.006
9. C -0.176
10. C -0.317
11. O -0.063
12. O -0.307
13. H 0.044
14. H 0.125
15. H 0.089
16. C -0.354
17. Sb 1.405
18. C -0.613
19. C -0.397
20. C -0.076
21. C -0.118
22. C -0.117
23. C -0.180
24. N 0.085
25. Si 0.323
26. C -0.228
27. C -0.220
28. C -0.210
29. C -0.493
30. C -0.409
31. C -0.068
32. C -0.103
33. C -0.086
34. C -0.136
35. N 0.059
36. Si 0.370
37. C -0.156
38. C -0.199
39. C -0.135
40. Si 0.440
41. C -0.197
42. C -0.180
43. C -0.189
44. H -0.012
45. H -0.025
46. H -0.030
47. H 0.060
48. H 0.091
49. H 0.073
50. H 0.092
51. H 0.011
52. H -0.021
53. H 0.015
54. H -0.007
55. H 0.015
56. H -0.002
57. H 0.014
58. H 0.004
59. H 0.008
60. H 0.059
61. H 0.096
62. H 0.090
63. H 0.082
64. H 0.024
65. H 0.030
66. H 0.013
67. H 0.127
68. H 0.093
69. H 0.153
70. H 0.035
71. H 0.033
72. H 0.022
73. H 0.015
74. H 0.007
75. H 0.027
76. H 0.020
77. H 0.025
78. H 0.010
79. H 0.010
80. H 0.010
81. H 0.023
82. O 0.112
83. C -0.493
84. O 0.088
85. C -0.227
86. N -0.035
87. C -0.203
88. C -0.160
89. C -0.102
90. H 0.127
91. H 0.094
92. H 0.121
93. H 0.114
94. H 0.109
95. H 0.102
96. H 0.104
97. H 0.119
98. H 0.079

***

Stability order, top to bottom: run A, run B